(1)
Entry from the Open Molecules 2025 dataset: a molecular structure, C42H37IrN5O6S3 (ωB97M-V with the def2-TZVPD basis set).

Each line ends with the Löwdin charge.
Element x y z (Å)
1 Ir -1.34 -0.47 0.43  1.21
2 C 5.09 5.84 10.68  -0.07
3 O 3.75 6.01 10.26  -0.07
4 C 3.32 5.28 9.21  -0.28
5 C 1.99 5.47 8.84  0.02
6 C 1.45 4.77 7.78  -0.01
7 C 2.23 3.86 7.07  -0.16
8 C 3.56 3.67 7.44  -0.02
9 C 4.11 4.37 8.51  -0.01
10 C 1.63 3.13 5.95  -0.25
11 N 0.38 3.26 5.55  0.20
12 C 0.24 2.41 4.50  -0.17
13 C 1.42 1.73 4.25  -0.13
14 N 2.30 2.21 5.19  0.19
15 C 1.58 0.79 3.20  -0.06
16 C 2.76 0.09 2.87  0.03
17 C 2.75 -0.77 1.80  -0.01
18 C 1.59 -0.94 1.05  -0.10
19 N 0.48 -0.29 1.34  -0.04
20 C 0.45 0.56 2.41  -0.13
21 C -0.80 1.24 2.67  -0.13
22 N -1.84 0.96 1.84  -0.03
23 C -3.00 1.57 2.01  -0.07
24 C -3.20 2.50 3.03  -0.01
25 C -2.16 2.81 3.87  0.03
26 C -0.92 2.17 3.70  -0.06
27 H 5.22 6.51 11.53  0.10
28 H 5.80 6.12 9.89  0.10
29 H 5.28 4.82 11.00  0.10
30 H 1.39 6.18 9.40  0.13
31 H 0.42 4.92 7.49  0.11
32 H 4.20 2.97 6.92  0.11
33 H 5.14 4.20 8.78  0.11
34 H 3.26 1.94 5.31  0.15
35 H 3.66 0.23 3.45  0.12
36 H 3.64 -1.32 1.52  0.12
37 H 1.55 -1.60 0.19  0.06
38 H -3.79 1.29 1.32  0.11
39 H -4.16 2.97 3.13  0.12
40 H -2.27 3.52 4.68  0.13
41 O 2.91 0.97 -1.16  -0.53
42 S 3.71 0.81 -2.42  0.99
43 C 2.64 1.36 -3.79  -0.30
44 C 1.14 1.40 -3.46  -0.23
45 C 0.72 2.78 -2.96  -0.22
46 C -0.77 2.94 -2.69  -0.29
47 S -1.41 2.36 -1.11  1.06
48 O -0.84 0.94 -1.04  -0.64
49 C -0.49 3.38 0.02  -0.39
50 C 0.81 3.07 0.38  -0.08
51 C 1.46 3.90 1.28  -0.05
52 C 0.81 5.01 1.82  -0.06
53 C -0.50 5.30 1.45  -0.06
54 C -1.16 4.48 0.55  -0.08
55 C 3.74 -0.94 -2.78  -0.40
56 C 2.65 -1.73 -2.46  -0.09
57 C 2.69 -3.09 -2.74  -0.06
58 C 3.83 -3.64 -3.33  -0.07
59 C 4.92 -2.84 -3.63  -0.07
60 C 4.88 -1.47 -3.35  -0.08
61 H 2.86 0.69 -4.63  0.09
62 H 3.00 2.35 -4.07  0.09
63 H 0.88 0.64 -2.73  0.08
64 H 0.59 1.17 -4.38  0.13
65 H 0.96 3.52 -3.74  0.12
66 H 1.31 3.06 -2.09  0.10
67 H -1.38 2.41 -3.43  0.11
68 H -1.08 3.99 -2.70  0.10
69 H 1.31 2.22 -0.04  0.09
70 H 2.48 3.68 1.56  0.12
71 H 1.32 5.65 2.52  0.11
72 H -1.00 6.16 1.88  0.11
73 H -2.19 4.68 0.28  0.12
74 H 1.77 -1.30 -1.99  0.06
75 H 1.84 -3.71 -2.49  0.10
76 H 3.87 -4.70 -3.54  0.11
77 H 5.80 -3.27 -4.08  0.11
78 H 5.73 -0.84 -3.57  0.11
79 O -1.73 -1.87 1.81  -0.26
80 N -2.17 -3.02 1.26  -0.17
81 C -3.01 -3.75 2.01  -0.01
82 C -3.43 -4.98 1.58  -0.03
83 C -2.99 -5.45 0.35  -0.04
84 C -2.16 -4.66 -0.42  -0.07
85 C -1.75 -3.41 0.03  -0.59
86 S -0.78 -2.31 -0.90  0.71
87 H -3.31 -3.27 2.93  0.15
88 H -4.11 -5.55 2.20  0.12
89 H -3.31 -6.41 -0.02  0.12
90 H -1.83 -4.98 -1.40  0.11
91 O -4.48 -1.11 1.10  -0.01
92 C -4.28 -0.76 -0.04  -0.51
93 O -3.14 -0.41 -0.56  -0.27
94 H -5.09 -0.72 -0.79  0.13

Computed properties:
* HOMO level: -9.966 eV
* charge: +1
* spin multiplicity: 1
* M: 996.2 g mol⁻¹
* ΔE to the lowest compared entry with this formula, charge and spin: 18.41 kJ/mol
* orbital gap: 0.262 hartree

(2)
Entry from the Open Molecules 2025 dataset: a single C7H9NO2 molecule in a non-equilibrium geometry (ωB97M-V with the def2-TZVPD basis set).

Each line ends with the Löwdin charge.
Element x y z (Å)
1 C -0.41 -1.79 -0.68  -0.13
2 C -0.83 -0.74 0.35  -0.25
3 C 0.24 0.27 0.57  -0.27
4 C -0.19 1.77 0.80  -0.03
5 C 1.50 -0.13 0.44  -0.03
6 N 2.52 -0.71 0.18  0.22
7 C 3.70 -0.67 -0.55  -0.41
8 O 4.26 -1.70 -0.85  0.09
9 C 4.33 0.71 -0.75  -0.14
10 O 3.94 1.80 -0.38  0.09
11 H -1.29 -2.25 -1.14  0.07
12 H 0.21 -1.30 -1.48  0.08
13 H 0.40 -2.59 -0.25  0.13
14 H -1.77 -0.31 0.01  0.10
15 H -0.95 -1.19 1.46  0.16
16 H 0.34 2.37 0.08  0.06
17 H 0.21 2.29 1.77  0.11
18 H -1.23 1.88 0.65  0.05
19 H 5.16 0.63 -1.44  0.12

Computed properties:
* HOMO level (alpha / beta): -8.271 / -8.272 eV
* spin multiplicity: 1
* M: 139.2 g mol⁻¹
* ΔE to the lowest compared entry with this formula, charge and spin: 364.24 kJ/mol
* orbital gap (alpha / beta): 0.278 / 0.278 hartree
* SMILES string: CCC(C)=C=NC(=O)C=O

(3)
Entry from the Open Molecules 2025 dataset: a single C4H8N2O molecule in a non-equilibrium geometry (ωB97M-V with the def2-TZVPD basis set).

Each line ends with the Löwdin charge.
Element x y z (Å)
1 N -0.27 2.10 0.39  0.16
2 C -0.80 1.08 0.53  -0.25
3 C -1.11 -0.33 0.49  -0.25
4 N -2.51 -0.53 0.02  0.00
5 C 0.43 -0.65 -0.53  -0.04
6 C 1.61 0.34 -0.53  -0.34
7 O 2.29 0.41 0.70  -0.06
8 H -0.97 -0.77 1.50  0.13
9 H -2.74 -1.51 -0.11  0.06
10 H -3.21 -0.21 0.70  0.08
11 H 0.14 -0.72 -1.59  0.10
12 H 0.89 -1.58 -0.18  0.10
13 H 1.46 1.34 -0.98  0.11
14 H 2.17 -0.28 -1.27  0.12
15 H 2.60 1.31 0.87  0.09

Computed properties:
* HOMO level: -9.847 eV
* spin multiplicity: 1
* M: 100.1 g mol⁻¹
* ΔE to the lowest compared entry with this formula, charge and spin: 336.26 kJ/mol
* orbital gap: 0.392 hartree
* SMILES string: N#C[C@@H](N)CCO

(4)
Entry from the Open Molecules 2025 dataset: 11 unconnected molecules or ions with the total composition C63H143N15O16P4 in a non-equilibrium geometry (ωB97M-V with the def2-TZVPD basis set).

Each line ends with the Löwdin charge.
Element x y z (Å)
1 C -4.28 -5.14 -7.50  -0.08
2 N -4.82 -5.77 -6.28  -0.30
3 C -5.83 -4.91 -5.68  -0.12
4 P -4.11 -7.01 -5.55  0.44
5 O -3.21 -7.70 -6.51  -0.28
6 N -3.32 -6.58 -4.16  -0.29
7 C -1.91 -6.26 -4.36  -0.11
8 C -3.91 -5.66 -3.23  -0.13
9 N -5.36 -7.87 -4.82  -0.29
10 C -6.51 -8.25 -5.70  -0.10
11 C -4.91 -8.93 -3.84  -0.09
12 H -3.99 -5.86 -8.27  0.08
13 H -3.47 -4.52 -7.31  0.06
14 H -5.13 -4.54 -7.90  0.09
15 H -6.74 -5.01 -6.22  0.07
16 H -5.43 -3.92 -5.58  0.08
17 H -6.11 -5.40 -4.73  0.07
18 H -1.76 -5.40 -5.03  0.08
19 H -1.48 -6.05 -3.40  0.05
20 H -1.36 -7.11 -4.83  0.10
21 H -4.88 -5.91 -2.81  0.05
22 H -3.26 -5.53 -2.42  0.05
23 H -4.05 -4.62 -3.61  0.10
24 H -6.68 -7.47 -6.48  0.08
25 H -6.35 -9.20 -6.17  0.07
26 H -7.39 -8.24 -5.07  0.07
27 H -3.85 -9.26 -3.99  0.08
28 H -5.54 -9.82 -4.02  0.08
29 H -5.02 -8.53 -2.83  0.06
30 C 2.48 4.04 -3.76  -0.10
31 N 1.06 3.66 -3.87  -0.27
32 C 0.08 4.61 -3.39  -0.10
33 P 0.67 2.17 -4.54  0.53
34 O 0.38 2.05 -5.99  -0.31
35 N 1.86 1.09 -4.08  -0.27
36 C 1.85 0.69 -2.66  -0.10
37 C 2.20 -0.03 -4.99  -0.10
38 N -0.79 1.89 -3.74  -0.28
39 C -0.96 1.80 -2.30  -0.14
40 C -1.61 0.88 -4.44  -0.10
41 H 2.72 4.97 -4.30  0.08
42 H 3.21 3.32 -4.21  0.09
43 H 2.80 4.15 -2.71  0.06
44 H 0.08 5.54 -3.94  0.08
45 H 0.34 4.87 -2.40  0.04
46 H -0.92 4.18 -3.50  0.08
47 H 2.68 0.10 -2.36  0.05
48 H 1.87 1.56 -1.94  0.09
49 H 1.01 0.06 -2.41  0.05
50 H 2.04 0.27 -6.01  0.06
51 H 3.26 -0.34 -4.84  0.08
52 H 1.56 -0.96 -4.84  0.09
53 H -1.94 2.20 -1.99  0.08
54 H -1.09 0.74 -1.94  0.08
55 H -0.19 2.29 -1.72  0.05
56 H -2.67 1.29 -4.51  0.10
57 H -1.66 -0.10 -3.93  0.05
58 H -1.40 0.75 -5.48  0.06
59 C 2.86 -2.84 5.78  -0.08
60 N 2.65 -1.62 4.97  -0.28
61 C 1.32 -0.97 5.01  -0.09
62 P 3.69 -1.03 3.83  0.52
63 O 3.39 -1.28 2.41  -0.27
64 N 3.60 0.65 4.16  -0.29
65 C 4.00 1.66 3.25  -0.14
66 C 3.54 1.22 5.52  -0.13
67 N 5.21 -1.49 4.15  -0.31
68 C 6.03 -0.92 5.13  -0.13
69 C 5.55 -2.85 3.78  -0.13
70 H 2.26 -3.70 5.41  0.10
71 H 2.54 -2.56 6.77  0.07
72 H 3.93 -3.10 5.83  0.07
73 H 1.02 -0.58 4.04  0.07
74 H 1.30 -0.23 5.83  0.07
75 H 0.53 -1.66 5.31  0.07
76 H 3.32 2.59 3.24  0.11
77 H 5.07 2.00 3.29  0.10
78 H 3.83 1.15 2.28  0.05
79 H 2.59 1.82 5.67  0.10
80 H 3.59 0.49 6.32  0.07
81 H 4.36 1.92 5.65  0.07
82 H 5.77 -1.09 6.18  0.08
83 H 7.11 -1.23 4.98  0.11
84 H 6.02 0.19 5.06  0.08
85 H 5.90 -3.53 4.57  0.09
86 H 6.41 -2.80 3.12  0.09
87 H 4.82 -3.40 3.26  0.06
88 C -3.28 7.55 3.64  -0.15
89 N -1.96 7.27 3.10  -0.27
90 C -0.91 7.12 4.17  -0.07
91 P -1.62 6.64 1.57  0.51
92 O -0.31 5.98 1.58  -0.30
93 N -3.04 5.86 1.20  -0.30
94 C -3.37 4.74 2.09  -0.10
95 C -3.64 5.80 -0.12  -0.11
96 N -1.58 7.81 0.41  -0.29
97 C -2.73 8.82 0.45  -0.08
98 C -0.25 8.26 0.05  -0.12
99 H -3.39 8.66 3.85  0.09
100 H -3.54 7.00 4.58  0.09
101 H -4.05 7.26 2.91  0.07
102 H -1.21 6.47 5.00  0.08
103 H -0.59 8.04 4.41  0.03
104 H -0.05 6.62 3.66  0.07
105 H -2.78 4.68 2.98  0.06
106 H -4.38 4.75 2.39  0.07
107 H -3.24 3.72 1.64  0.09
108 H -4.73 5.81 -0.05  0.08
109 H -3.34 6.62 -0.77  0.07
110 H -3.37 4.86 -0.65  0.09
111 H -2.75 9.42 -0.47  0.08
112 H -3.67 8.28 0.43  0.05
113 H -2.78 9.57 1.27  0.08
114 H 0.40 7.43 0.14  0.04
115 H 0.00 9.13 0.74  0.11
116 H -0.24 8.62 -0.97  0.08
117 C 1.40 -9.03 -2.17  -0.09
118 O 0.31 -8.07 -2.36  -0.23
119 C -0.82 -8.11 -1.41  -0.15
120 C -0.87 -7.05 -0.36  -0.25
121 O 0.27 -7.09 0.41  -0.14
122 C 0.00 -7.08 1.80  -0.19
123 C -0.13 -5.74 2.46  -0.18
124 O -1.42 -5.19 2.21  -0.19
125 C -1.56 -3.85 2.45  -0.13
126 H 1.72 -8.91 -1.12  0.09
127 H 2.10 -8.60 -2.94  0.10
128 H 1.23 -10.09 -2.45  0.08
129 H -0.69 -9.05 -0.88  0.12
130 H -1.72 -8.11 -2.03  0.11
131 H -1.80 -7.07 0.21  0.13
132 H -0.99 -6.09 -0.86  0.12
133 H 0.83 -7.64 2.29  0.13
134 H -0.92 -7.69 1.98  0.14
135 H 0.64 -5.03 2.00  0.14
136 H -0.04 -5.89 3.55  0.13
137 H -0.94 -3.29 1.75  0.06
138 H -1.10 -3.58 3.41  0.09
139 H -2.59 -3.49 2.40  0.09
140 C 3.23 8.66 -1.25  -0.10
141 O 4.50 9.29 -1.30  -0.19
142 C 5.59 8.60 -0.66  -0.17
143 C 5.48 8.53 0.83  -0.19
144 O 4.76 7.36 1.21  -0.16
145 C 5.17 6.79 2.43  -0.20
146 C 3.90 6.46 3.20  -0.20
147 O 3.29 7.63 3.64  -0.17
148 C 2.37 8.26 2.82  -0.11
149 H 2.59 9.23 -1.91  0.08
150 H 2.79 8.60 -0.23  0.08
151 H 3.32 7.64 -1.63  0.08
152 H 6.50 9.10 -0.95  0.12
153 H 5.59 7.51 -1.01  0.15
154 H 4.94 9.30 1.30  0.11
155 H 6.46 8.51 1.32  0.12
156 H 5.86 7.44 3.06  0.14
157 H 5.83 5.88 2.31  0.13
158 H 4.19 5.87 4.09  0.13
159 H 3.22 5.84 2.60  0.12
160 H 1.67 7.49 2.38  0.09
161 H 2.84 8.82 2.04  0.06
162 H 1.79 8.80 3.54  0.08
163 C 1.67 4.10 0.20  -0.10
164 O 1.86 2.80 0.68  -0.18
165 C 0.66 2.29 1.22  -0.18
166 C 0.88 0.84 1.62  -0.22
167 O 0.97 0.07 0.46  -0.12
168 C 0.68 -1.34 0.66  -0.15
169 C 0.48 -2.00 -0.66  -0.24
170 O -0.71 -1.61 -1.29  -0.21
171 C -0.91 -2.16 -2.57  -0.08
172 H 1.03 4.13 -0.65  0.05
173 H 2.63 4.50 -0.11  0.09
174 H 1.16 4.64 0.97  0.04
175 H -0.18 2.21 0.46  0.13
176 H 0.33 2.88 2.07  0.12
177 H 0.07 0.53 2.29  0.10
178 H 1.79 0.72 2.13  0.07
179 H -0.33 -1.43 1.13  0.12
180 H 1.48 -1.86 1.19  0.10
181 H 0.49 -3.09 -0.51  0.11
182 H 1.39 -1.79 -1.28  0.12
183 H -0.25 -1.66 -3.30  0.08
184 H -1.93 -2.02 -2.74  0.07
185 H -0.70 -3.21 -2.53  0.08
186 C -6.41 -6.12 -0.38  -0.08
187 O -6.17 -5.02 -1.25  -0.23
188 C -6.72 -3.77 -0.89  -0.18
189 C -6.27 -2.67 -1.85  -0.19
190 O -4.90 -2.32 -1.84  -0.14
191 C -4.54 -1.38 -0.81  -0.18
192 C -3.82 -1.82 0.46  -0.22
193 O -3.69 -0.73 1.35  -0.19
194 C -2.88 0.36 0.82  -0.08
195 H -7.45 -6.20 -0.21  0.07
196 H -5.82 -6.07 0.54  0.09
197 H -6.02 -6.97 -1.02  0.09
198 H -6.29 -3.46 0.09  0.13
199 H -7.79 -3.84 -0.90  0.12
200 H -6.90 -1.77 -1.67  0.13
201 H -6.46 -2.98 -2.84  0.10
202 H -5.51 -0.83 -0.59  0.14
203 H -3.92 -0.64 -1.39  0.13
204 H -2.81 -2.27 0.20  0.13
205 H -4.41 -2.52 1.04  0.11
206 H -2.11 0.08 0.13  0.06
207 H -2.45 0.83 1.69  0.05
208 H -3.55 1.10 0.32  0.09
209 C 3.52 -3.65 -2.62  -0.08
210 C 4.02 -3.08 -1.46  -0.06
211 C 3.54 -3.47 -0.22  -0.18
212 N 2.66 -4.42 -0.04  0.07
213 C 2.27 -5.07 -1.19  -0.11
214 C 2.77 -4.78 -2.47  -0.07
215 H 3.71 -3.27 -3.58  0.09
216 H 4.68 -2.29 -1.48  0.06
217 H 3.92 -2.97 0.71  0.10
218 H 1.56 -5.91 -1.02  0.09
219 H 2.31 -5.16 -3.41  0.12
220 C 5.55 0.14 0.27  -0.08
221 C 6.84 0.70 0.35  -0.06
222 C 7.04 1.97 -0.21  -0.14
223 N 6.06 2.60 -0.91  0.06
224 C 4.83 2.13 -0.82  -0.15
225 C 4.53 0.91 -0.24  -0.08
226 H 5.36 -0.74 0.82  0.07
227 H 7.70 0.31 0.89  0.10
228 H 8.04 2.35 -0.09  0.09
229 H 4.07 2.74 -1.34  0.09
230 H 3.52 0.55 -0.15  0.09
231 C -1.39 0.50 6.67  -0.09
232 C -1.86 -0.38 5.72  -0.10
233 C -2.09 0.04 4.38  -0.12
234 N -1.82 1.28 3.99  0.05
235 C -1.32 2.17 4.88  -0.13
236 C -1.12 1.81 6.20  -0.08
237 H -1.27 0.12 7.77  0.15
238 H -2.06 -1.37 5.99  0.08
239 H -2.49 -0.63 3.60  0.11
240 H -1.01 3.14 4.52  0.09
241 H -0.61 2.44 6.93  0.10

Computed properties:
* HOMO level: -8.086 eV
* spin multiplicity: 1
* M: 1490.8 g mol⁻¹
* orbital gap: 0.308 hartree
* SMILES string: CN(C)P(=O)(N(C)C)N(C)C.CN(C)P(=O)(N(C)C)N(C)C.CN(C)P(=O)(N(C)C)N(C)C.CN(C)P(=O)(N(C)C)N(C)C.COCCOCCOC.COCCOCCOC.COCCOCCOC.COCCOCCOC.c1ccncc1.c1ccncc1.c1ccncc1

> Which of these has the lowest M?

C4H8N2O

> Which of these has the lowest M?

C4H8N2O